Entry 1:
Molecular formula: C5H10N2O
Method: DFT, ωB97M-V with the def2-TZVPD basis set

The HOMO-LUMO gap comes out at 10.274 eV. As for the spin multiplicity: 1. The HOMO energy comes out at -9.43 eV. As for the lowest unoccupied orbital energy: 0.85 eV.

Structure (XYZ):
```
18
C5H10N2O, DFT ωB97M-V with the def2-TZVPD basis set
C -1.08129 -0.47369 -0.20681
C 0.30545 -1.08868 -0.51197
C -0.87892 0.98615 0.22159
N -0.53000 1.83391 -0.77318
N -1.75234 -1.25002 0.81593
C 1.35247 -0.57054 0.42362
C 2.34373 0.22052 0.05870
O -1.01941 1.34802 1.36658
H -1.69837 -0.50195 -1.11130
H -0.36704 1.51427 -1.71196
H -0.35271 2.79959 -0.55142
H -2.67919 -0.86883 0.98719
H -1.24096 -1.15432 1.68978
H 0.21212 -2.17138 -0.40589
H 0.58831 -0.86087 -1.54225
H 1.24359 -0.86281 1.45960
H 2.48289 0.53116 -0.97083
H 3.07164 0.56949 0.76256
```

Results of the Mulliken charge analysis, in e, for atoms 1 through 5: number 1, C, carries 0.0094; number 2, C, carries -0.9408; number 3, C, carries 0.4574; number 4, N, carries -0.3433; number 5, N, carries -0.7372

***

Entry 2:
Molecular formula: C5H8O
Method: DFT, ωB97M-V with the def2-TZVPD basis set

The HOMO-LUMO gap (alpha / beta) comes out at 8.066 / 8.063 eV. As for the spin multiplicity: 1. The HOMO energy (alpha / beta) comes out at -7.51 / -7.51 eV. As for the lowest unoccupied orbital energy (alpha / beta): 0.56 / 0.56 eV.

Structure (XYZ):
```
14
C5H8O, DFT ωB97M-V with the def2-TZVPD basis set
C -1.31693 0.18516 -0.80301
C -1.25643 1.46608 -0.18601
C -0.65103 0.22196 0.63301
C 0.64516 -0.17832 0.59280
C 1.97925 -0.34315 0.09008
O 1.47223 -0.90031 1.35153
H -0.53332 0.07934 -1.56781
H -0.96498 -1.77827 -0.65762
H -2.09412 1.78155 0.44008
H -0.63240 2.29283 -0.52937
H -1.22844 -0.09892 1.49351
H -0.32759 -2.10956 -0.41589
H 2.23670 -1.10369 -0.64563
H 2.67191 0.48530 0.20433
```

Results of the Mulliken charge analysis, in e, for atoms 1 through 5: number 1, C, carries -0.5170; number 2, C, carries -0.4501; number 3, C, carries -0.4094; number 4, C, carries 0.2329; number 5, C, carries -0.0560

***

Entry 3:
Molecular formula: C4H8N2O
Method: DFT, ωB97M-V with the def2-TZVPD basis set

The HOMO-LUMO gap comes out at 8.219 eV. As for the spin multiplicity: 1. The HOMO energy comes out at -8.31 eV. As for the lowest unoccupied orbital energy: -0.10 eV.

Structure (XYZ):
```
15
C4H8N2O, DFT ωB97M-V with the def2-TZVPD basis set
O -1.57336 0.88567 -1.30907
C -2.74529 1.10970 -1.63343
N -3.87679 1.33537 -1.96021
C 1.24481 0.75180 1.13829
N 0.50725 -0.21112 0.30987
C 1.24463 -1.33918 -0.27384
C -0.80739 -0.16114 0.23777
H 2.29754 0.48696 1.06353
H 1.10273 1.77946 0.78041
H 0.92230 0.67648 2.18696
H 2.29720 -1.17122 -0.05589
H 0.92186 -2.28388 0.18742
H 1.10290 -1.39092 -1.36088
H -1.31966 -1.03453 -0.19855
H -1.31873 0.56654 0.88763
```

Results of the Mulliken charge analysis, in e, for atoms 1 through 5: number 1, O, carries -0.6909; number 2, C, carries 0.5331; number 3, N, carries -0.5996; number 4, C, carries -0.8055; number 5, N, carries 0.1439

***

Quick rundown of electronic energy, same order as above: -381.2675 -270.2986 -341.8822 Eh
Quick rundown of energy relative to the best compared isomer or geometry (same formula, charge and spin), same order as above: 11.3 162.7 76.2 kcal/mol